[1]
Computed, not measured: a structure of composition C45H48MoN3O2, with ωB97M-V/def2-TZVPD.

Kohn-Sham gap (spin up / spin down): 6.832 / 7.003 eV
charge: +1
⟨S²⟩: 2.020
spin multiplicity: 3
HOMO (spin up / spin down): -11.1 / -11.2 eV

CARTESIAN COORDINATES (ANGSTROEM)
Mo  -0.2227  0.3668  -0.1682
C  -3.4268  -2.8727  -1.0408
C  -3.5321  -1.5137  -1.7388
C  -4.9239  -1.3156  -2.3403
C  -2.4583  -1.3511  -2.7985
C  -2.3921  -2.2634  -3.8465
C  -1.4238  -2.1562  -4.8279
C  -0.4912  -1.1324  -4.7761
C  -0.5157  -0.1962  -3.7497
C  0.5645  0.8662  -3.6515
C  1.7136  0.3488  -2.7782
C  1.1168  1.2973  -5.0073
C  -1.5146  -0.3173  -2.7775
N  -1.5245  0.5994  -1.6682
C  -2.5699  1.5063  -1.5768
O  -3.4655  1.6621  -2.3674
C  -2.4340  2.3315  -0.3208
C  -3.2565  3.3591  0.0963
C  -2.8976  4.0548  1.2486
C  -1.7126  3.7528  1.9188
C  -0.9411  2.7185  1.4302
N  -1.3442  2.0200  0.3722
C  0.4706  2.3708  1.8412
O  1.0209  2.9181  2.7633
N  1.0373  1.4703  0.9444
C  2.4688  1.5455  0.7834
C  3.3105  0.7053  1.5114
C  4.6844  0.8429  1.3171
C  5.1958  1.7795  0.4412
C  4.3386  2.6040  -0.2716
C  2.9629  2.5057  -0.1172
C  2.0526  3.4659  -0.8664
C  1.7543  4.7074  -0.0135
C  2.6140  3.9287  -2.2141
C  2.7943  -0.2903  2.5317
C  2.9418  0.2697  3.9501
C  3.4987  -1.6428  2.4277
H  -4.1564  -2.9345  -0.2323
H  -2.4332  -3.0357  -0.6186
H  -3.6326  -3.6906  -1.7314
H  -3.3817  -0.7483  -0.9724
H  -5.1292  -2.0787  -3.0924
H  -5.0136  -0.3389  -2.8142
H  -5.6872  -1.4006  -1.5661
H  -3.1147  -3.0666  -3.8962
H  -1.3954  -2.8711  -5.6386
H  0.2599  -1.0619  -5.5493
H  0.1288  1.7516  -3.1734
H  1.9965  -0.6641  -3.0714
H  1.4632  0.2876  -1.6992
H  2.5941  0.9850  -2.8266
H  1.7279  0.5169  -5.4613
H  1.7519  2.1742  -4.8872
H  0.3148  1.5475  -5.7004
H  -4.1336  3.6004  -0.4858
H  -3.5232  4.8617  1.6039
H  -1.3635  4.3120  2.7751
H  5.3643  0.2114  1.8696
H  6.2656  1.8699  0.3112
H  4.7491  3.3331  -0.9547
H  1.0953  2.9575  -1.0581
H  2.6719  5.2807  0.1275
H  1.3764  4.4641  0.9771
H  1.0317  5.3517  -0.5172
H  3.3648  4.7070  -2.0757
H  1.8189  4.3615  -2.8212
H  3.0819  3.1245  -2.7797
H  1.7258  -0.4478  2.3441
H  3.9981  0.3847  4.1997
H  2.5009  -0.4178  4.6733
H  2.4646  1.2418  4.0528
H  4.5397  -1.5726  2.7428
H  3.4773  -2.0366  1.4108
H  3.0198  -2.3653  3.0888
C  -2.8466  -3.5050  5.3221
C  -2.4879  -2.2091  5.6657
C  -2.1462  -1.3002  4.6769
C  -2.1349  -1.6909  3.3394
C  -2.5055  -2.9902  3.0000
C  -2.8633  -3.8917  3.9886
C  -1.7460  -0.7153  2.3057
C  -0.9404  -0.9403  1.2644
C  -0.0846  -2.0928  0.9234
C  0.2719  -2.1424  -0.4297
C  1.0824  -3.1295  -0.9789
C  1.5715  -4.1041  -0.1293
C  1.2607  -4.0602  1.2322
C  0.4630  -3.0669  1.7655
H  -3.1237  -4.2108  6.0927
H  -2.4826  -1.9036  6.7025
H  -1.8754  -0.2857  4.9424
H  -2.5226  -3.2870  1.9588
H  -3.1605  -4.8953  3.7188
H  -2.1879  0.2736  2.4087
H  -0.2422  -1.4744  -1.1430
H  1.3002  -3.1368  -2.0376
H  2.1900  -4.9017  -0.5149
H  1.6570  -4.8223  1.8888
H  0.2412  -3.0568  2.8236

These are the Mulliken partial charges, in e, on atoms 1 to 2: atom 1 (Mo): -2.27, atom 2 (C): -1.30



[2]
Computed, not measured: a cluster of 10 separate species, H20O10 in total, with ωB97M-V/def2-TZVPD.

Kohn-Sham gap: 10.516 eV
charge: 0
HOMO: -10.8 eV
SMILES: O.O.O.O.O.O.O.O.O.O

CARTESIAN COORDINATES (ANGSTROEM)
H  -0.2976  0.0201  0.4388
H  0.0598  1.4064  0.1029
H  -1.2941  -4.1084  -1.0612
H  0.1462  -3.9778  -1.3985
H  3.8503  1.0325  1.7933
H  4.7614  0.8825  0.4806
H  0.3395  2.7964  1.9318
H  -0.3754  4.1461  1.3905
H  -1.9463  -3.6106  1.4509
H  -3.1115  -3.0972  0.5676
H  -2.1630  1.4312  -2.5926
H  -2.5041  2.8378  -2.6698
H  1.9074  3.6134  -1.2300
H  0.5665  3.1381  -1.7282
H  3.1387  -1.8920  0.2179
H  4.0522  -2.9020  0.8907
H  -3.2979  -3.1007  -1.0326
H  -2.9405  -2.5498  -2.3991
H  -1.0381  2.0205  2.4010
H  -0.1344  2.0748  3.4208
O  0.4121  0.5073  0.0942
O  -0.6855  -3.8894  -1.8042
O  4.1087  0.4583  0.9817
O  0.0716  3.2720  1.1549
O  -2.8436  -3.2309  1.4856
O  -2.4163  2.0542  -3.2305
O  1.3381  3.5137  -2.0504
O  3.9346  -1.9030  0.7239
O  -2.5490  -3.0342  -1.6361
O  -1.0901  2.0906  3.3060

These are the Mulliken partial charges, in e, on atoms 1 to 2: atom 1 (H): 0.31, atom 2 (H): 0.25



[3]
Computed, not measured: a structure of composition CHBrClIN2O2, with ωB97M-V/def2-TZVPD.

Kohn-Sham gap: 7.985 eV
charge: 0
HOMO: -9.4 eV

CARTESIAN COORDINATES (ANGSTROEM)
C  -0.2775  0.3616  0.6524
N  -0.4422  -0.5263  -0.3249
N  0.8279  -0.6048  -1.4445
O  0.7048  0.5159  1.2386
O  -1.5357  0.8605  0.9491
Cl  -1.6828  1.5979  2.4465
Br  1.7355  0.8724  -1.3228
I  1.8069  -2.4773  -1.1018
H  -1.1369  -0.5998  -1.0926

These are the Mulliken partial charges, in e, on atoms 1 to 2: atom 1 (C): 0.66, atom 2 (N): -0.15



[4]
Computed, not measured: the molecule C5H7BrO, with ωB97M-V/def2-TZVPD.

Kohn-Sham gap (spin up / spin down): 7.677 / 7.775 eV
charge: 0
HOMO (spin up / spin down): -7.3 / -7.2 eV

CARTESIAN COORDINATES (ANGSTROEM)
C  -0.5260  0.0347  0.0194
C  -0.7814  -1.4398  0.0626
C  0.1054  0.5164  -1.0551
C  0.1132  -1.8598  2.2394
C  0.3129  1.9748  -1.4485
O  -0.5230  -2.0492  1.1476
Br  1.0486  -0.2781  2.7049
H  -0.6478  0.7593  0.8183
H  -0.7751  -1.9298  -0.9489
H  0.3427  -0.1814  -1.9079
H  0.4687  -2.5350  3.0132
H  1.0381  2.5288  -0.9012
H  -0.7202  2.4713  -1.2903
H  0.5439  1.9878  -2.4534

These are the Mulliken partial charges, in e, on atoms 1 to 2: atom 1 (C): -0.37, atom 2 (C): -0.20



[5]
Computed, not measured: a structure of composition C62H39HfI4N4P, with ωB97M-V/def2-TZVPD.

Kohn-Sham gap (spin up / spin down): 5.302 / 5.302 eV
charge: 0
HOMO (spin up / spin down): -6.5 / -6.5 eV

CARTESIAN COORDINATES (ANGSTROEM)
Hf  0.0000  0.0000  0.0000
I  6.4090  -7.9333  2.3046
C  5.0936  -6.3543  1.9865
C  3.9117  -6.2703  2.7269
C  3.0230  -5.2106  2.5097
C  3.3084  -4.2443  1.5434
C  4.5071  -4.3371  0.8162
C  5.4002  -5.3862  1.0340
C  2.4111  -3.1350  1.2239
C  2.6019  -1.8346  1.5037
C  3.5557  -1.3272  2.4467
C  3.3545  -0.0145  2.5317
C  2.3531  0.3589  1.5386
C  2.1118  1.6573  1.2222
C  2.2451  2.8332  2.1504
C  2.3236  4.1604  1.6925
C  2.4237  5.2461  2.5748
C  2.4037  5.0274  3.9473
I  2.5663  6.6292  5.2584
C  2.2450  3.7383  4.4387
C  2.1406  2.6646  3.5450
C  2.1296  1.8272  -0.2754
N  1.2998  1.4552  -1.2063
C  1.8245  1.9703  -2.3777
C  1.1836  1.7678  -3.5400
C  1.6167  2.3793  -4.8065
C  2.7775  1.9350  -5.4542
C  3.1770  2.5095  -6.6633
C  2.4085  3.5246  -7.2326
I  2.9954  4.3757  -9.0363
C  1.2473  3.9715  -6.6016
C  0.8543  3.4001  -5.3885
C  0.0724  0.7672  -3.3915
C  -0.8498  0.3983  -4.3352
C  -1.5627  -0.6359  -3.7614
C  -0.9602  -0.9106  -2.5282
N  -0.0817  0.0661  -2.2571
C  -1.2839  -2.1996  -1.7557
C  -0.5367  -2.7309  -0.7563
C  -0.7209  -4.0634  -0.1925
C  0.3472  -4.4465  0.5047
C  1.1462  -3.2250  0.4635
N  0.6161  -2.2273  -0.1931
C  -2.4338  -3.0310  -2.2341
C  -3.7371  -2.7237  -1.8220
C  -4.8194  -3.4655  -2.3019
C  -4.5983  -4.5181  -3.1916
I  -6.2096  -5.6193  -3.9090
C  -3.3053  -4.8348  -3.6087
C  -2.2250  -4.0877  -3.1353
C  3.0356  2.6765  -2.0948
C  3.3182  2.5525  -0.7999
N  1.9046  -0.7950  0.9503
H  3.6689  -7.0175  3.4764
H  2.1107  -5.1362  3.0954
H  4.7374  -3.5729  0.0728
H  6.3173  -5.4253  0.4538
H  4.2684  -1.9043  3.0072
H  3.9395  0.6563  3.1349
H  2.2809  4.3866  0.6316
H  2.4995  6.2495  2.1662
H  2.1844  3.5402  5.5046
H  1.9545  1.6731  3.9561
H  3.3729  1.1359  -5.0136
H  4.0837  2.1518  -7.1437
H  0.6396  4.7603  -7.0362
H  -0.0494  3.7531  -4.8949
H  -0.9765  0.8087  -5.3256
H  -2.3562  -1.1944  -4.2391
H  -1.5824  -4.6883  -0.3586
H  0.5424  -5.3568  1.0302
H  -3.9069  -1.8986  -1.1317
H  -5.8226  -3.2069  -1.9746
H  -3.1203  -5.6523  -4.3001
H  -1.2151  -4.3269  -3.4646
H  3.6600  3.1557  -2.8275
H  4.1674  2.8800  -0.2346
C  -6.7028  2.4951  -1.3466
C  -5.9566  3.2618  -0.4560
C  -4.6353  2.9110  -0.1603
C  -4.0388  1.7848  -0.7464
C  -4.8080  1.0278  -1.6489
C  -6.1284  1.3778  -1.9446
P  -2.3244  1.2439  -0.4272
C  -1.5973  2.6164  0.5356
C  -1.0656  3.7046  -0.1810
C  -0.4933  4.7964  0.4778
C  -0.4382  4.8189  1.8676
C  -0.9552  3.7513  2.5956
C  -1.5296  2.6596  1.9354
C  -2.5684  -0.1415  0.9702
C  -3.8303  -0.2918  1.5711
C  -4.0443  -1.2578  2.5636
C  -3.0104  -2.0971  2.9816
C  -1.7457  -1.9834  2.4137
C  -1.5211  -1.0285  1.4272
H  -7.7289  2.7699  -1.5758
H  -6.4000  4.1372  0.0116
H  -4.0904  3.5358  0.5428
H  -4.3841  0.1483  -2.1309
H  -6.7048  0.7766  -2.6430
H  -1.0958  3.7142  -1.2694
H  -0.0909  5.6261  -0.0973
H  0.0080  5.6653  2.3826
H  -0.9131  3.7632  3.6818
H  -1.9254  1.8535  2.5462
H  -4.6726  0.3350  1.2954
H  -5.0305  -1.3531  3.0131
H  -3.1949  -2.8416  3.7522
H  -0.9348  -2.6314  2.7305
H  -0.0176  1.3229  1.4486

These are the Mulliken partial charges, in e, on atoms 1 to 2: atom 1 (Hf): 3.03, atom 2 (I): 0.09



[6]
Computed, not measured: the molecule CH3N5, with ωB97M-V/def2-TZVPD.

Kohn-Sham gap: 9.675 eV
charge: 0
HOMO: -9.5 eV
SMILES: [H]/N=c1/nn[nH][nH]1

CARTESIAN COORDINATES (ANGSTROEM)
C  -0.1334  0.7039  -0.2404
H  -1.4646  1.7111  -1.2387
H  0.9510  -2.1380  0.4277
H  -1.3746  -0.6872  -0.0276
N  -0.7590  1.7352  -0.5783
N  1.1070  0.8361  0.4519
N  1.4268  -0.2003  1.0307
N  0.5515  -1.2102  0.6019
N  -0.3048  -0.7505  -0.4272

These are the Mulliken partial charges, in e, on atoms 1 to 2: atom 1 (C): 0.41, atom 2 (H): 0.24



[7]
Computed, not measured: the molecule C21H29N3O6S, with ωB97M-V/def2-TZVPD.

Kohn-Sham gap: 8.553 eV
charge: 0
HOMO: -8.4 eV
SMILES: Cc1c(C(=O)NCCN(C)C)oc2ccc(S(=O)(=O)N3CCC4(CC3)OCCO4)cc12

CARTESIAN COORDINATES (ANGSTROEM)
C  -0.5646  -1.9570  2.6862
C  -0.5460  -1.7735  1.2149
C  -1.5961  -1.5024  0.3813
C  -3.0274  -1.3253  0.6942
O  -3.4619  -1.3491  1.8321
N  -3.8047  -1.1622  -0.4001
H  -3.3606  -1.0969  -1.3026
C  -5.2166  -0.8941  -0.3130
H  -5.5095  -1.1069  0.7171
C  -5.5251  0.5809  -0.6583
N  -6.9029  0.9929  -0.5324
C  -7.8049  0.3418  -1.4565
H  -7.3896  0.3912  -2.4617
H  -8.0057  -0.7104  -1.2056
H  -8.7540  0.8778  -1.4488
C  -7.4076  0.9642  0.8238
H  -8.3431  1.5228  0.8560
H  -6.6912  1.4478  1.4845
H  -7.6015  -0.0517  1.1964
H  -5.2147  0.7750  -1.6906
H  -4.9267  1.2170  0.0005
H  -5.7531  -1.5628  -0.9925
O  -1.1934  -1.3997  -0.9309
C  0.1372  -1.6081  -0.9438
C  0.9771  -1.6165  -2.0484
C  2.3165  -1.8587  -1.8154
C  2.7870  -2.0797  -0.5230
C  1.9626  -2.0886  0.5773
C  0.6065  -1.8494  0.3659
H  2.3648  -2.2962  1.5555
S  4.5525  -2.2907  -0.2728
O  4.7582  -3.0813  0.9046
O  5.1391  -2.7124  -1.5091
N  5.1487  -0.7686  0.0453
C  5.0486  0.1540  -1.0702
C  5.1364  1.5956  -0.5921
H  5.1062  2.2642  -1.4531
H  6.0628  1.7722  -0.0469
C  3.9443  1.9019  0.3373
C  3.7457  0.7780  1.3680
C  4.8995  -0.2212  1.3584
H  4.6917  -1.0696  2.0106
H  5.8137  0.2642  1.7165
H  2.8062  0.2815  1.1217
H  3.6542  1.2355  2.3530
O  2.7513  2.0449  -0.4156
C  2.6197  3.4047  -0.7702
H  2.8721  3.5563  -1.8264
C  3.6031  4.1461  0.1614
H  3.1143  4.8888  0.7938
O  4.1178  3.1363  0.9998
H  4.4086  4.6266  -0.4073
H  1.5802  3.6954  -0.6035
H  4.0890  0.0221  -1.5882
H  5.8539  -0.0807  -1.7710
H  3.0239  -1.9124  -2.6274
H  0.5939  -1.4448  -3.0411
H  -1.5823  -1.8719  3.0545
H  -0.1617  -2.9353  2.9440
H  0.0575  -1.2012  3.1639

These are the Mulliken partial charges, in e, on atoms 1 to 2: atom 1 (C): -1.49, atom 2 (C): -0.29



Number 1: F_max 0.97 eV/A. Number 2: F_max 4.32 eV/A. Number 3: F_max 6.18 eV/A. Number 4: F_max 4.78 eV/A. Number 5: F_max 4.26 eV/A. Number 6: F_max 4.62 eV/A. Number 7: F_max 1.38 eV/A.